[1]
This record from the OMol25 dataset describes the molecule C3H5NO2. The level of theory is ωB97M-V with the def2-TZVPD basis set.

Positions of all 11 atoms, in Å:
C  -0.870  -0.712  0.629
C  -0.273  0.346  0.001
N  -0.803  1.538  0.326
O  0.711  0.357  -0.944
C  1.491  -0.779  -0.991
O  2.381  -0.886  -1.775
H  -0.867  -0.673  1.712
H  -1.093  -1.645  0.147
H  -1.587  1.165  0.890
H  -0.293  2.417  0.341
H  1.172  -1.522  -0.246

Force components x, y, z for each atom (eV/Å):
C 0.78 -0.79 -0.22
C -0.22 -0.44 0.23
N 0.04 -0.28 0.10
O -0.35 -0.16 -0.29
C 0.39 -0.18 -0.37
O -0.45 0.15 0.31
H -0.86 0.23 -0.11
H 0.60 -0.42 -0.02
H 0.21 2.05 0.04
H -0.29 -0.31 0.39
H 0.16 0.13 -0.07

## Properties
HOMO level ... -0.306 Ha
E_LUMO ... 0.9 eV
Energy relative to the best compared isomer or geometry (same formula, charge and spin) ... 57.7 kcal/mol



[2]
This record from the OMol25 dataset describes the molecule C3H5NO2S. The level of theory is ωB97M-V with the def2-TZVPD basis set.

Positions of all 12 atoms, in Å:
C  -1.086  0.654  0.285
C  -0.293  1.824  0.117
C  -0.906  -0.757  0.474
N  0.959  1.520  -0.488
O  -0.739  2.959  0.188
O  -3.712  -0.097  1.054
S  -2.985  1.192  0.815
H  -0.724  -0.890  1.675
H  -0.132  -1.127  -0.276
H  -1.852  -1.356  0.243
H  1.504  0.747  -0.045
H  1.492  2.135  -1.008

Force components x, y, z for each atom (eV/Å):
C -5.33 1.23 2.06
C 1.60 0.75 -2.24
C 0.35 -1.74 0.89
N -0.91 -2.79 2.57
O 0.18 -0.41 0.24
O 0.49 0.72 -0.14
S 2.90 -1.47 -0.89
H 0.11 -0.28 -2.94
H -0.45 0.10 1.55
H 1.02 1.01 0.44
H -0.84 0.99 -0.82
H 0.88 1.89 -0.72

## Properties
HOMO level (spin up / spin down) ... -0.337 / -0.332 Ha
E_LUMO (spin up / spin down) ... -1.3 / -1.1 eV
Energy relative to the best compared isomer or geometry (same formula, charge and spin) ... 71.9 kcal/mol



[3]
This record from the OMol25 dataset describes a cluster of 2 separate species, C3H5NO2S in total. The level of theory is ωB97M-V with the def2-TZVPD basis set.

Positions of all 12 atoms, in Å:
C  1.980  -0.383  0.146
C  -1.160  1.620  -0.168
C  1.656  -1.701  0.068
N  2.222  0.749  0.229
O  -2.053  -0.503  1.185
O  -0.730  -0.942  -0.855
S  -1.786  -0.158  -0.202
H  -0.816  1.857  -1.168
H  -0.349  1.669  0.546
H  -1.988  2.244  0.134
H  1.742  -2.243  -0.854
H  1.283  -2.210  0.940

Force components x, y, z for each atom (eV/Å):
C 0.26 0.94 0.08
C -0.41 -0.60 -0.30
C -0.17 -1.04 0.14
N 0.04 0.17 -0.01
O -0.51 0.21 -0.12
O -0.80 0.38 -0.33
S 1.69 0.24 0.57
H -0.01 -0.05 -0.09
H 0.14 -0.25 0.13
H -0.22 0.05 0.06
H 0.03 -0.02 -0.21
H -0.04 -0.02 0.07

## Properties
HOMO level (spin up / spin down) ... -0.342 / -0.363 Ha
E_LUMO (spin up / spin down) ... -2.4 / -1.1 eV
Energy relative to the best compared isomer or geometry (same formula, charge and spin) ... 88.2 kcal/mol



[4]
This record from the OMol25 dataset describes the molecule C3H5NO2S. The level of theory is ωB97M-V with the def2-TZVPD basis set.

Positions of all 12 atoms, in Å:
C  -0.587  -1.060  -1.067
N  -0.966  0.069  -1.505
O  -0.134  1.176  -1.272
C  0.022  1.574  0.066
S  1.406  0.773  0.910
C  0.670  -0.863  0.961
O  0.460  -1.462  -0.315
H  -1.228  -1.901  -1.404
H  -0.909  1.409  0.603
H  0.224  2.625  0.039
H  -0.278  -0.810  1.483
H  1.321  -1.531  1.503

Force components x, y, z for each atom (eV/Å):
C -0.68 -0.67 -0.25
N 0.20 -0.07 0.13
O 0.12 0.10 -0.15
C -0.18 -0.65 -0.04
S -0.01 -0.08 -0.01
C -0.11 0.32 -0.18
O 0.07 0.04 -0.11
H 0.47 0.55 0.26
H -0.09 -0.10 0.20
H 0.23 0.59 0.01
H -0.30 0.04 0.11
H 0.27 -0.07 0.03

## Properties
HOMO level ... -0.346 Ha
E_LUMO ... 0.8 eV
Energy relative to the best compared isomer or geometry (same formula, charge and spin) ... 68.2 kcal/mol



[5]
This record from the OMol25 dataset describes the molecule C3H5NO2S. The level of theory is ωB97M-V with the def2-TZVPD basis set.

Positions of all 12 atoms, in Å:
C  -0.593  -0.701  1.241
N  -0.537  -0.233  -0.137
O  -1.808  -0.356  -0.698
C  0.366  0.446  -0.835
S  0.098  0.818  -2.437
C  1.721  0.725  -0.218
O  2.149  0.388  0.870
H  0.353  -0.687  1.685
H  -1.365  -0.071  1.723
H  -0.942  -1.712  1.307
H  -1.739  0.041  -1.580
H  2.296  1.341  -0.920

Force components x, y, z for each atom (eV/Å):
C -1.59 0.91 -0.43
N -0.73 0.19 -0.41
O 0.33 -0.58 1.06
C -0.31 -1.24 0.27
S 0.27 0.46 0.21
C 0.49 0.10 0.88
O -0.76 0.20 -1.32
H 1.28 0.55 0.62
H 0.67 -0.25 0.19
H -0.32 -0.61 -0.51
H 0.37 0.25 -0.56
H 0.30 0.02 0.01

## Properties
HOMO level ... -0.334 Ha
E_LUMO ... -0.9 eV
Energy relative to the best compared isomer or geometry (same formula, charge and spin) ... 56.3 kcal/mol



[6]
This record from the OMol25 dataset describes the molecule C3H5NO2S. The level of theory is ωB97M-V with the def2-TZVPD basis set.

Positions of all 12 atoms, in Å:
C  -0.487  0.150  -0.237
C  0.443  -1.269  -0.049
C  0.252  1.182  -1.022
N  0.719  -1.399  1.213
O  0.770  -1.921  -0.995
O  -2.288  1.679  0.437
S  -1.860  0.305  0.660
H  -0.521  1.849  -1.561
H  0.964  0.553  -1.704
H  0.798  1.800  -0.344
H  0.172  -0.771  1.832
H  1.038  -2.158  1.771

Force components x, y, z for each atom (eV/Å):
C 1.38 -2.98 1.48
C -2.61 2.40 -2.51
C -1.37 -1.03 -2.08
N -0.91 1.34 4.53
O 0.37 -0.33 -0.30
O -1.41 1.33 0.42
S 2.23 -0.24 -1.82
H 1.49 -1.02 0.52
H -1.31 1.65 0.90
H 0.58 0.51 0.41
H 0.85 -0.52 -0.85
H 0.71 -1.11 -0.70

## Properties
HOMO level (spin up / spin down) ... -0.343 / -0.343 Ha
E_LUMO (spin up / spin down) ... -0.3 / -0.3 eV
Energy relative to the best compared isomer or geometry (same formula, charge and spin) ... 44.2 kcal/mol



[7]
This record from the OMol25 dataset describes the molecule C3H5NO2S. The level of theory is ωB97M-V with the def2-TZVPD basis set.

Positions of all 12 atoms, in Å:
C  1.817  0.050  0.039
C  0.374  0.129  -0.524
S  -0.392  1.674  -0.320
C  -0.745  0.155  0.501
N  -2.119  -0.451  0.080
O  -2.819  -0.944  0.890
O  -2.348  -0.327  -1.105
H  1.677  -0.463  0.967
H  2.092  1.106  0.248
H  2.363  -0.517  -0.729
H  0.412  -0.431  -1.530
H  -0.313  0.019  1.482

Force components x, y, z for each atom (eV/Å):
C -1.62 0.72 -0.60
C 1.32 -1.52 -1.55
S -0.74 1.45 -0.03
C 0.34 -0.47 -1.44
N 2.37 1.31 -1.43
O -0.96 -0.85 1.66
O -0.23 -0.29 0.17
H 0.83 -0.57 0.61
H 0.64 -0.99 -0.31
H 0.54 0.47 0.82
H -1.35 0.98 1.62
H -1.13 -0.24 0.49

## Properties
HOMO level ... -0.348 Ha
E_LUMO ... 0.2 eV
Energy relative to the best compared isomer or geometry (same formula, charge and spin) ... 102.8 kcal/mol



[8]
This record from the OMol25 dataset describes the molecule C3H5NO2S2. The level of theory is ωB97M-V with the def2-TZVPD basis set.

Positions of all 13 atoms, in Å:
O  3.675  0.150  0.099
C  2.631  -0.406  0.492
N  1.716  -1.037  -0.399
S  0.154  -1.126  0.059
C  -0.477  0.533  -0.070
O  0.296  1.419  -0.218
C  -1.911  0.781  0.132
S  -3.101  -0.618  0.156
H  2.249  -0.468  1.582
H  2.024  -0.877  -1.323
H  -2.204  1.519  -0.506
H  -1.960  1.175  1.178
H  -3.093  -1.044  -1.184

Force components x, y, z for each atom (eV/Å):
O -3.16 -1.98 1.38
C 1.66 1.28 -0.55
N 2.21 1.31 2.06
S -2.02 -1.57 -0.02
C 1.08 -1.06 0.13
O 0.86 1.51 -0.51
C -0.68 -2.04 2.55
S 0.28 -0.28 -1.10
H 0.75 0.17 -1.42
H -0.19 0.05 -1.41
H -0.86 2.08 -1.72
H -0.18 -0.17 -0.74
H 0.24 0.70 1.34

## Properties
HOMO level ... -0.350 Ha
E_LUMO ... 0.4 eV
Energy relative to the best compared isomer or geometry (same formula, charge and spin) ... 29.8 kcal/mol